Entry 1:
# C29H29N2O4P2Re

C29H29N2O4P2Re as an isolated structure (ωB97M-V with the def2-TZVPD basis set, OMol25).

Output
charge	+1
Kohn-Sham gap (alpha / beta)	5.72 / 6.30	eV
spin multiplicity	4
HOMO (alpha / beta)	-0.3265 / -0.3929	hartree
max |F|	6.599	eV/A

Element x y z (Å)
Re  -0.107  -0.193  0.022
O  2.869  0.148  2.805
C  1.751  -0.054  2.316
O  1.272  0.495  1.166
C  0.816  -1.209  2.691
C  0.949  -1.996  3.855
C  0.173  -3.125  3.893
C  -0.677  -3.407  2.829
C  -0.727  -2.591  1.708
N  -0.094  -1.412  1.725
C  -1.466  -2.913  0.436
O  -2.165  -3.894  0.243
O  -1.117  -1.922  -0.512
H  1.650  -1.607  4.636
H  0.122  -3.751  4.778
H  -1.399  -4.240  2.833
C  -1.329  -0.958  -3.168
P  -0.437  0.449  -2.344
C  -1.369  1.928  -2.974
C  1.108  0.656  -3.209
C  1.344  1.594  -4.235
C  2.512  1.530  -4.931
C  3.434  0.563  -4.700
C  3.283  -0.315  -3.654
C  2.145  -0.245  -2.852
P  1.870  -1.208  -1.383
C  1.800  -2.911  -2.078
C  3.548  -1.042  -0.520
H  -1.503  -0.768  -4.241
H  -2.385  -1.121  -2.744
H  -0.803  -1.916  -3.067
H  -1.251  1.913  -4.071
H  -1.021  2.869  -2.559
H  -2.458  1.766  -2.689
H  0.576  2.337  -4.473
H  2.681  2.285  -5.640
H  4.249  0.458  -5.383
H  4.061  -1.033  -3.358
H  2.737  -3.370  -2.420
H  1.143  -2.856  -2.953
H  1.389  -3.630  -1.396
H  4.367  -1.361  -1.196
H  3.545  -1.687  0.418
H  3.674  -0.010  -0.169
N  -0.140  2.064  0.133
C  -0.286  2.476  1.530
C  0.501  3.538  2.032
C  0.501  3.950  3.363
C  -0.406  3.350  4.240
C  -1.145  2.256  3.787
C  -1.215  1.835  2.423
C  -2.233  0.906  1.953
C  -3.345  0.581  2.742
C  -4.366  -0.247  2.267
C  -4.372  -0.572  0.898
C  -3.254  -0.266  0.113
C  -2.051  0.278  0.668
H  0.791  2.406  -0.162
H  -0.843  2.566  -0.393
H  1.189  4.053  1.326
H  1.089  4.823  3.691
H  -0.463  3.645  5.310
H  -1.777  1.718  4.483
H  -3.327  0.779  3.833
H  -5.151  -0.701  2.868
H  -5.125  -1.178  0.413
H  -3.329  -0.510  -0.955

Entry 2:
# C29H29N2O4SV

C29H29N2O4SV as an isolated structure (ωB97M-V with the def2-TZVPD basis set, OMol25).

Output
charge	0
Kohn-Sham gap (alpha / beta)	7.34 / 7.86	eV
spin multiplicity	3
HOMO (alpha / beta)	-0.2944 / -0.3018	hartree
max |F|	2.883	eV/A

Element x y z (Å)
C  -2.181  -1.274  0.051
C  -1.461  -1.581  -1.162
C  -0.162  -2.055  -0.788
H  -1.860  -1.603  -2.169
C  -0.099  -2.095  0.655
C  -1.338  -1.604  1.151
H  0.691  -2.547  1.248
C  -1.603  2.234  -0.478
C  -2.014  1.280  -1.451
C  -0.869  0.940  -2.249
H  -3.042  0.949  -1.612
C  0.266  1.629  -1.706
C  -0.204  2.444  -0.613
H  0.576  -2.470  -1.463
H  -1.638  -1.577  2.199
H  -3.231  -0.993  0.118
H  0.394  3.145  -0.039
H  -0.879  0.351  -3.165
H  -2.272  2.777  0.188
V  -0.469  0.176  -0.225
C  1.715  1.303  -1.958
C  2.557  2.569  -1.778
C  1.941  0.781  -3.374
H  2.125  3.384  -2.374
H  3.574  2.416  -2.155
H  2.606  2.915  -0.746
H  1.541  1.489  -4.112
H  1.461  -0.190  -3.543
H  3.024  0.675  -3.538
C  2.006  0.124  -0.973
C  3.232  0.235  -0.107
H  1.971  -0.842  -1.484
H  1.238  0.110  -0.088
O  3.215  1.145  0.732
N  4.117  -0.845  -0.158
C  3.540  -2.086  0.422
H  5.013  -0.602  0.242
C  3.101  -3.105  -0.592
C  2.498  -4.266  -0.094
H  2.438  -4.418  0.988
C  1.970  -5.211  -0.973
H  1.468  -6.096  -0.578
C  2.098  -5.026  -2.354
H  1.693  -5.768  -3.050
C  2.752  -3.896  -2.848
H  2.884  -3.752  -3.919
C  3.265  -2.931  -1.971
H  3.813  -2.060  -2.338
H  2.682  -1.857  1.078
H  4.246  -2.540  1.131
O  -4.838  -0.353  4.171
S  -4.358  0.308  2.988
O  -5.079  0.140  1.745
N  -2.755  0.100  2.770
C  -1.991  1.199  2.738
O  -0.767  1.234  2.403
C  -2.800  2.393  3.131
C  -2.412  3.737  3.245
C  -3.378  4.695  3.561
C  -4.723  4.317  3.768
C  -5.104  2.972  3.644
C  -4.121  2.044  3.307
H  -1.366  3.983  3.087
H  -3.098  5.749  3.649
H  -5.473  5.074  4.016
H  -6.126  2.628  3.798

Entry 3:
# C29H29N4O7PS2SeW

C29H29N4O7PS2SeW as an isolated structure (ωB97M-V with the def2-TZVPD basis set, OMol25).

Output
charge	+1
Kohn-Sham gap (alpha / beta)	6.43 / 6.52	eV
spin multiplicity	2
HOMO (alpha / beta)	-0.3699 / -0.3772	hartree
max |F|	2.191	eV/A

Element x y z (Å)
W  -0.273  0.188  0.265
C  -0.142  2.204  -1.034
C  0.192  2.683  0.224
C  1.559  2.282  0.511
C  2.003  1.525  -0.531
C  0.904  1.337  -1.460
H  -1.015  2.470  -1.600
H  -0.408  3.370  0.799
H  2.136  2.570  1.377
H  3.001  1.136  -0.642
H  0.985  0.923  -2.451
C  6.538  -6.074  10.554
O  5.689  -4.936  10.637
C  5.153  -4.462  9.495
C  4.342  -3.332  9.630
C  3.748  -2.773  8.525
C  3.948  -3.323  7.255
C  4.748  -4.448  7.132
C  5.356  -5.027  8.239
C  3.301  -2.689  6.102
N  2.365  -1.767  6.169
C  2.063  -1.478  4.867
C  2.824  -2.216  3.998
N  3.626  -2.991  4.804
C  2.762  -2.054  2.582
C  3.613  -2.656  1.640
C  3.494  -2.316  0.322
C  2.484  -1.432  -0.070
N  1.622  -0.907  0.787
C  1.792  -1.164  2.100
C  0.996  -0.375  3.008
N  0.187  0.548  2.435
C  -0.438  1.404  3.220
C  -0.318  1.374  4.617
C  0.443  0.409  5.205
C  1.146  -0.491  4.379
H  6.875  -6.268  11.567
H  7.400  -5.874  9.915
H  5.991  -6.942  10.180
H  4.198  -2.915  10.618
H  3.120  -1.898  8.626
H  4.902  -4.921  6.168
H  5.966  -5.908  8.113
H  4.325  -3.653  4.518
H  4.379  -3.353  1.957
H  4.154  -2.722  -0.432
H  2.368  -1.168  -1.110
H  -1.076  2.127  2.738
H  -0.866  2.101  5.199
H  0.537  0.324  6.280
C  -1.585  -4.533  -3.663
C  -1.296  -3.148  -4.190
O  -2.025  -2.108  -3.484
P  -1.849  -1.789  -1.949
S  0.025  -2.019  -1.306
S  -2.112  0.159  -1.688
O  -2.832  -2.712  -1.171
C  -4.257  -2.801  -1.525
C  -4.675  -4.239  -1.382
H  -0.983  -5.251  -4.222
H  -2.635  -4.794  -3.793
H  -1.330  -4.635  -2.606
H  -1.619  -3.042  -5.222
H  -0.235  -2.902  -4.132
H  -4.400  -2.431  -2.541
H  -4.773  -2.148  -0.831
H  -4.082  -4.895  -2.019
H  -5.723  -4.336  -1.671
H  -4.573  -4.569  -0.348
O  -4.089  -0.652  0.921
Se  -2.697  -0.327  1.638
O  -2.658  -0.304  3.248
O  -1.346  -1.269  1.054
O  -1.924  1.094  0.980

Entry 4:
# C29H29N5O4ReSSbSe

C29H29N5O4ReSSbSe as an isolated structure (ωB97M-V with the def2-TZVPD basis set, OMol25).

Output
charge	0
Kohn-Sham gap (alpha / beta)	5.51 / 5.49	eV
spin multiplicity	3
HOMO (alpha / beta)	-0.2616 / -0.2630	hartree
max |F|	3.008	eV/A

Element x y z (Å)
Re  0.808  -0.753  0.342
C  4.484  0.159  -0.475
C  3.937  0.558  0.839
C  4.684  1.384  1.746
C  4.513  1.262  3.120
C  3.454  0.446  3.562
C  2.648  -0.123  2.584
N  2.769  0.000  1.263
Sb  1.149  -1.464  3.262
C  1.554  -2.470  -0.327
C  2.052  -3.738  0.015
C  2.368  -4.561  -1.051
C  2.173  -4.240  -2.404
C  1.540  -2.982  -2.699
C  1.083  -2.243  -3.906
N  1.271  -2.192  -1.615
C  -0.741  -1.754  2.356
C  -1.766  -1.911  3.263
C  -3.032  -2.251  2.726
C  -3.105  -2.454  1.357
C  -2.040  -2.284  0.471
C  -2.135  -2.715  -0.936
N  -0.828  -1.860  0.993
H  3.954  0.618  -1.323
H  4.443  -0.949  -0.597
H  5.569  0.433  -0.435
H  5.532  1.962  1.357
H  5.178  1.742  3.814
H  3.221  0.244  4.608
H  2.239  -4.008  1.045
H  2.841  -5.541  -0.883
H  2.538  -4.913  -3.226
H  1.026  -2.833  -4.834
H  1.708  -1.319  -4.026
H  0.055  -1.837  -3.659
H  -1.634  -1.783  4.326
H  -3.893  -2.387  3.348
H  -4.080  -2.797  0.943
H  -2.004  -3.808  -1.066
H  -1.285  -2.157  -1.397
H  -3.103  -2.291  -1.300
Se  0.277  0.505  4.681
O  1.355  0.742  -0.787
N  0.500  1.579  -1.488
C  -0.015  1.073  -2.635
C  -0.826  1.946  -3.377
C  -1.166  3.189  -2.878
C  -0.446  3.711  -1.790
C  0.629  2.929  -1.246
H  0.262  0.045  -2.921
H  -1.267  1.555  -4.326
H  -1.990  3.726  -3.323
H  -0.737  4.638  -1.353
H  1.479  3.317  -0.651
N  -0.092  1.047  1.376
C  -1.471  1.451  1.132
C  -2.231  0.943  0.088
C  -3.517  1.433  -0.163
C  -3.876  2.667  0.403
C  -3.212  3.059  1.584
C  -2.049  2.417  1.990
S  -4.932  3.717  -0.498
O  -5.706  4.600  0.366
O  -3.811  4.289  -1.297
O  -5.701  2.843  -1.403
H  0.500  1.832  1.107
H  0.025  1.053  2.431
H  -1.828  0.089  -0.453
H  -4.151  0.869  -0.871
H  -3.588  3.906  2.180
H  -1.560  2.638  2.946

no.,DFT total energy (eV)
1,-62415.3359
2,-78234.4369
3,-148963.6722
4,-131025.3491